[1]
Entry from OMol25: a structure of composition C16H14ClN2O6Pd (wB97M-V/def2-TZVPD).

## Properties
Max |F| (eV/A): 2.09
HOMO-LUMO gap (spin up / spin down) (Eh): 0.218 / 0.203
<S²>: 2.0082
Net charge: -1
HOMO (spin up / spin down) (eV): -3.734 / -3.734
ΔE to the lowest compared entry with this formula, charge and spin (kJ/mol): 306.6
2S+1: 3
Total energy (eV): -48076.962

Geometry (Å):
Pd: 0.795 0.208 -0.631
O: -1.645 0.382 2.293
C: -2.940 0.085 2.196
C: -3.773 1.190 2.026
C: -5.141 1.050 2.011
C: -5.721 -0.197 2.186
C: -4.907 -1.293 2.372
C: -3.513 -1.198 2.349
C: -2.798 -2.464 2.636
N: -1.770 -3.065 2.192
C: 2.121 -1.402 -0.447
C: 2.321 -1.288 1.113
N: 2.348 0.113 1.093
C: 2.124 0.922 2.042
C: 2.002 2.358 1.848
C: 2.115 3.168 2.981
C: 2.083 4.545 2.916
C: 1.916 5.141 1.659
C: 1.761 4.389 0.522
C: 1.762 2.957 0.540
O: 1.557 2.300 -0.538
H: -3.297 2.153 1.898
H: -5.764 1.923 1.864
H: -6.796 -0.311 2.187
H: -5.352 -2.270 2.526
H: -3.279 -3.043 3.419
H: -1.073 -0.324 1.924
H: 0.611 -1.397 -0.893
H: 3.263 -1.756 1.409
H: 1.502 -1.730 1.698
H: 1.990 0.562 3.078
H: 2.247 2.678 3.943
H: 2.184 5.149 3.809
H: 1.901 6.225 1.583
H: 1.616 4.859 -0.444
O: -2.534 -5.312 -0.610
Cl: -0.997 -2.384 0.786
O: -2.087 -1.958 -0.180
O: -1.409 -5.445 -0.237
O: 2.917 -1.953 -1.182

=====

[2]
Entry from OMol25: a cluster of 10 separate species, H22NO9 in total (wB97M-V/def2-TZVPD).

## Properties
Max |F| (eV/A): 7.19
HOMO-LUMO gap (Eh): 0.336
Net charge: +1
HOMO (eV): -12.823
ΔE to the lowest compared entry with this formula, charge and spin (kJ/mol): 495.0
Total energy (eV): -20266.151

Geometry (Å):
N: 0.291 -0.230 -0.085
H: 0.837 -0.947 0.562
H: 0.800 0.132 -0.929
H: 0.131 0.659 0.393
H: -0.258 -0.811 -0.620
O: 0.786 1.231 -2.802
H: 1.170 1.932 -2.268
H: 1.402 1.221 -3.599
O: -0.487 -2.563 -2.019
H: 0.283 -2.414 -2.606
H: -1.172 -2.427 -2.641
O: 3.194 -1.024 -0.146
H: 3.079 -1.609 -0.912
H: 3.728 -0.353 -0.293
O: -2.224 1.622 -2.363
H: -1.107 1.665 -2.348
H: -2.195 2.576 -2.369
O: 1.687 2.759 -0.598
H: 0.730 3.226 -0.218
H: 2.407 2.977 -0.047
O: -2.243 1.364 2.053
H: -2.257 2.390 1.966
H: -1.523 1.252 2.575
O: -0.374 -3.582 2.350
H: -0.870 -2.899 1.879
H: -0.874 -3.657 3.174
O: 0.483 1.023 2.734
H: 0.185 0.941 3.672
H: 0.974 1.982 2.791
O: -1.804 -2.217 0.948
H: -2.508 -2.728 0.387
H: -2.270 -1.489 1.378

=====

[3]
Entry from OMol25: a cluster of 2 separate species, C7H20OSi2 in total (wB97M-V/def2-TZVPD).

## Properties
Max |F| (eV/A): 2.85
HOMO-LUMO gap (spin up / spin down) (Eh): 0.279 / 0.275
HOMO (spin up / spin down) (eV): -7.424 / -7.046
ΔE to the lowest compared entry with this formula, charge and spin (kJ/mol): 512.6
Total energy (eV): -25382.905

Geometry (Å):
C: 0.592 2.715 1.061
C: 3.327 -0.328 1.553
C: 2.278 -0.730 -1.574
C: -1.129 -0.219 -2.057
C: -3.605 0.664 -0.265
C: -2.170 -1.974 0.169
C: -0.764 0.839 0.862
O: -0.561 2.169 0.466
Si: 1.929 -0.732 0.314
Si: -1.861 -0.131 -0.327
H: 1.561 2.374 0.671
H: 0.538 2.500 2.152
H: 0.588 3.823 0.921
H: 4.108 -1.067 1.564
H: 3.751 0.732 1.533
H: 2.821 -0.433 2.474
H: 3.107 -1.465 -1.755
H: 1.286 -0.916 -2.202
H: 2.660 0.231 -2.072
H: -0.247 0.358 -2.045
H: -0.741 -1.185 -2.327
H: -1.853 0.169 -2.820
H: -3.725 1.392 -0.991
H: -4.339 -0.114 -0.351
H: -3.664 1.024 0.743
H: -2.212 -2.257 1.185
H: -3.003 -2.381 -0.379
H: -1.292 -2.554 -0.125
H: -0.706 0.669 1.967
H: 1.374 -2.096 0.388

=====

[4]
Entry from OMol25: an isolated molecule of C16H19ClN2O2 (wB97M-V/def2-TZVPD).

## Properties
Max |F| (eV/A): 0.56
HOMO-LUMO gap (Eh): 0.366
HOMO (eV): -9.320
ΔE to the lowest compared entry with this formula, charge and spin (kJ/mol): 1.1
Total energy (eV): -36498.577

Geometry (Å):
O: -0.102 -3.144 -1.289
C: 0.310 -2.086 -0.859
N: -0.153 -1.529 0.280
C: -1.290 -2.060 0.999
C: -2.449 -1.099 0.942
C: -3.110 -0.688 2.090
C: -4.154 0.218 2.010
C: -4.544 0.735 0.787
C: -3.879 0.324 -0.358
Cl: -4.348 0.962 -1.896
C: -2.842 -0.589 -0.290
C: 1.407 -1.306 -1.585
C: 2.797 -1.669 -1.057
C: 2.958 -1.195 0.378
C: 2.469 0.215 0.662
O: 2.748 0.768 1.707
N: 1.656 0.796 -0.261
C: 1.143 2.118 -0.030
C: 1.499 3.225 -0.982
C: 2.049 3.227 0.408
C: 1.255 0.211 -1.530
H: 0.193 -0.633 0.583
H: -1.549 -3.005 0.510
H: -1.012 -2.260 2.038
H: -2.809 -1.079 3.051
H: -4.666 0.530 2.907
H: -5.351 1.447 0.718
H: -2.343 -0.912 -1.191
H: 1.336 -1.622 -2.632
H: 2.949 -2.748 -1.114
H: 3.545 -1.189 -1.694
H: 2.409 -1.854 1.058
H: 4.005 -1.236 0.685
H: 0.129 2.114 0.365
H: 2.179 3.003 -1.790
H: 0.730 3.935 -1.244
H: 3.092 2.995 0.546
H: 1.663 3.932 1.127
H: 0.213 0.498 -1.714
H: 1.862 0.648 -2.334

=====

[5]
Entry from OMol25: a cluster of 5 separate species, CH14NO4 in total (wB97M-V/def2-TZVPD).

## Properties
Max |F| (eV/A): 1.45
HOMO-LUMO gap (Eh): 0.395
Net charge: +1
HOMO (eV): -13.971
ΔE to the lowest compared entry with this formula, charge and spin (kJ/mol): 113.8
Total energy (eV): -10938.176

Geometry (Å):
C: -1.217 -1.439 -0.788
N: -0.367 -1.398 0.417
H: -0.840 -0.731 -1.504
H: -1.347 -2.442 -1.161
H: -2.205 -1.029 -0.626
H: -0.547 -2.146 1.090
H: -0.469 -0.499 0.886
H: 0.601 -1.484 0.075
H: -3.085 5.175 1.001
H: -2.266 5.844 -0.118
O: -2.728 5.031 0.119
H: -2.460 2.979 0.329
H: -2.258 2.493 1.708
O: -1.887 2.371 0.822
H: 2.773 -2.719 -0.608
H: 1.964 -3.408 0.524
O: 2.118 -2.563 0.091
H: 4.380 -1.154 -0.096
H: 5.256 -1.175 -1.300
O: 4.583 -1.707 -0.859

=====

[6]
Entry from OMol25: a structure of composition C5H15N4O2S (wB97M-V/def2-TZVPD).

## Properties
Max |F| (eV/A): 6.20
HOMO-LUMO gap (spin up / spin down) (Eh): 0.305 / 0.305
Net charge: +1
HOMO (spin up / spin down) (eV): -12.975 / -12.976
ΔE to the lowest compared entry with this formula, charge and spin (kJ/mol): 0.0
Total energy (eV): -26308.750

Geometry (Å):
C: -0.295 -0.038 -2.234
C: 1.413 -2.350 1.378
C: -1.616 1.254 2.381
C: 1.079 -1.675 -0.009
C: -0.247 1.896 2.117
N: -1.228 0.156 -3.189
N: 0.914 0.410 -2.349
N: -0.045 -0.935 0.020
N: -0.701 -0.845 -1.196
O: -0.591 1.976 -0.548
O: 1.703 1.374 0.124
S: 0.263 1.299 0.402
H: 0.559 -3.073 1.633
H: 2.286 -2.896 1.335
H: 1.364 -1.701 2.136
H: -2.327 1.981 2.741
H: -2.026 0.778 1.401
H: -1.513 0.467 3.160
H: 1.991 -1.001 -0.203
H: 1.091 -2.520 -0.775
H: 0.586 1.586 2.619
H: -0.554 2.985 1.740
H: -0.844 0.835 -3.866
H: -2.180 -0.107 -3.032
H: 1.080 1.065 -3.027
H: 1.450 0.337 -1.518
H: -1.613 -1.259 -1.240

=====

[7]
Entry from OMol25: a structure of composition C9H27FNa3O12P3 (wB97M-V/def2-TZVPD).

## Properties
Max |F| (eV/A): 3.39
HOMO-LUMO gap (Eh): 0.321
Net charge: +2
HOMO (eV): -15.529
ΔE to the lowest compared entry with this formula, charge and spin (kJ/mol): 0.0
Total energy (eV): -78172.083

Geometry (Å):
Na: 1.433 0.640 -1.079
Na: -2.345 2.570 -1.290
Na: -2.719 -0.617 -2.370
F: -1.161 0.525 -0.987
C: -3.734 1.769 2.686
O: -3.097 2.914 3.193
P: -2.318 3.871 2.165
O: -2.760 3.728 0.748
O: -2.572 5.305 2.782
C: -2.072 6.424 2.049
O: -0.768 3.537 2.351
C: -0.296 2.206 2.551
H: -4.693 1.559 3.165
H: -3.211 0.807 2.737
H: -4.021 1.818 1.632
H: -1.100 6.757 2.425
H: -2.782 7.241 2.102
H: -1.813 6.248 1.000
H: 0.727 2.177 2.904
H: -0.422 1.637 1.620
H: -0.951 1.687 3.257
C: 2.789 -1.557 -5.402
O: 1.356 -1.777 -5.295
P: 0.636 -1.886 -3.861
O: 1.503 -1.728 -2.668
O: -0.479 -0.757 -3.815
C: -0.095 0.570 -4.221
O: -0.283 -3.178 -3.978
C: 0.318 -4.461 -4.100
H: 2.919 -0.701 -6.062
H: 3.196 -2.422 -5.923
H: 3.226 -1.443 -4.414
H: 0.683 0.594 -4.976
H: 0.166 1.140 -3.327
H: -1.000 1.045 -4.601
H: 0.823 -4.762 -5.019
H: -0.483 -5.180 -3.925
H: 1.042 -4.667 -3.304
C: 3.927 -2.220 2.956
O: 2.778 -1.360 3.154
P: 1.688 -1.010 2.067
O: 2.040 -0.030 1.043
O: 1.361 -2.494 1.459
C: 0.219 -2.575 0.620
O: 0.440 -0.672 2.946
C: -0.027 -1.480 4.055
H: 3.900 -3.007 3.708
H: 4.772 -1.588 3.222
H: 3.957 -2.659 1.964
H: -0.656 -2.022 0.987
H: 0.022 -3.615 0.391
H: 0.369 -2.001 -0.307
H: 0.313 -0.972 4.955
H: 0.367 -2.488 3.981
H: -1.112 -1.438 4.044

=====

[8]
Entry from OMol25: a structure of composition C23H25N7O4PSZn (wB97M-V/def2-TZVPD).

## Properties
Max |F| (eV/A): 0.49
HOMO-LUMO gap (Eh): 0.214
Net charge: -1
HOMO (eV): -4.337
ΔE to the lowest compared entry with this formula, charge and spin (kJ/mol): 55.3
Total energy (eV): -111421.992

Geometry (Å):
Zn: 0.712 -0.046 0.133
C: 5.518 0.702 -2.824
C: 5.953 0.207 -1.601
C: 5.047 -0.280 -0.674
C: 3.668 -0.301 -0.946
C: 3.239 0.240 -2.164
C: 4.155 0.723 -3.086
N: 2.726 -0.719 -0.002
C: 2.985 -1.699 0.874
C: 3.967 -2.727 0.738
C: 4.152 -3.657 1.723
C: 3.401 -3.660 2.920
C: 2.427 -2.716 3.085
C: 2.196 -1.765 2.079
N: 1.239 -0.805 2.112
N: 0.635 -0.432 3.141
C: -0.213 0.663 2.825
C: -1.094 1.116 3.797
C: -1.896 2.202 3.507
C: -1.803 2.807 2.262
C: -0.909 2.282 1.347
N: -0.119 1.249 1.627
H: 6.227 1.079 -3.550
H: 7.010 0.211 -1.359
H: 5.400 -0.626 0.288
H: 2.174 0.282 -2.362
H: 3.792 1.126 -4.024
H: 4.545 -2.784 -0.173
H: 4.892 -4.434 1.566
H: 3.576 -4.420 3.670
H: 1.791 -2.692 3.961
H: -1.134 0.599 4.745
H: -2.600 2.570 4.243
H: -2.427 3.646 1.992
H: -0.830 2.678 0.341
O: -3.375 -1.597 0.169
S: -2.321 -0.577 0.176
O: -2.198 0.036 -1.308
O: 0.179 0.300 -1.678
O: -0.941 -1.310 0.241
C: -2.193 -2.022 -4.894
N: -2.000 -2.925 -3.773
C: -0.726 -3.601 -3.937
N: 0.399 -2.683 -4.028
C: 0.150 -1.748 -5.120
N: -1.128 -1.035 -5.052
C: -1.154 -0.050 -3.959
P: -0.831 -0.781 -2.307
C: -2.085 -2.211 -2.491
C: 0.580 -1.959 -2.756
H: -3.144 -1.498 -4.770
H: -2.237 -2.620 -5.810
H: -0.766 -4.193 -4.858
H: -0.567 -4.274 -3.093
H: 0.158 -2.316 -6.056
H: 0.960 -1.016 -5.148
H: -2.130 0.443 -3.948
H: -0.394 0.712 -4.140
H: -3.089 -1.804 -2.388
H: -1.941 -2.914 -1.670
H: 0.667 -2.692 -1.947
H: 1.524 -1.418 -2.804

=====

[9]
Entry from OMol25: a cluster of 4 separate species, C20H18N4O6 in total (wB97M-V/def2-TZVPD).

## Properties
Max |F| (eV/A): 3.45
HOMO-LUMO gap (Eh): 0.321
HOMO (eV): -10.075
Total energy (eV): -39267.388

Geometry (Å):
O: -3.036 -7.664 5.759
N: -3.786 -8.027 6.669
O: -4.067 -7.180 7.546
C: -4.433 -9.372 6.740
C: -5.570 -9.605 7.510
C: -6.115 -10.910 7.513
C: -5.564 -11.978 6.848
C: -4.363 -11.732 6.181
C: -3.808 -10.462 6.021
H: -6.092 -8.774 7.962
H: -7.075 -11.095 7.972
H: -6.054 -12.940 6.851
H: -3.878 -12.532 5.642
H: -2.912 -10.309 5.437
O: -8.763 -11.197 16.817
N: -9.223 -12.299 16.630
O: -9.881 -12.932 17.514
C: -8.878 -13.014 15.382
C: -9.320 -14.338 15.156
C: -9.073 -15.001 13.974
C: -8.250 -14.366 12.987
C: -7.906 -13.038 13.129
C: -8.211 -12.351 14.325
H: -9.906 -14.846 15.907
H: -9.445 -15.996 13.782
H: -7.962 -14.891 12.088
H: -7.241 -12.599 12.400
H: -7.956 -11.302 14.299
O: -7.440 -17.740 11.819
N: -8.137 -18.346 10.976
O: -8.537 -19.501 11.107
C: -8.329 -17.733 9.680
C: -7.372 -16.798 9.218
C: -7.550 -16.134 8.043
C: -8.635 -16.391 7.230
C: -9.640 -17.346 7.657
C: -9.450 -17.991 8.877
H: -6.498 -16.512 9.785
H: -6.762 -15.458 7.747
H: -8.724 -16.070 6.203
H: -10.374 -17.678 6.938
H: -10.101 -18.820 9.111
C: -9.951 -13.894 9.539
C: -8.636 -13.231 9.761
N: -7.626 -12.705 9.852
H: -10.030 -14.371 10.516
H: -9.875 -14.566 8.684
H: -10.705 -13.124 9.377